An isolated molecule of C8H8N2OS. Source: the Open Molecules 2025 dataset; level of theory: the ωB97M-V functional and the def2-TZVPD basis.

## Properties
ΔE to the lowest compared entry with this formula, charge and spin (kcal per mole): 80.9
F_max (eV/Å): 5.684

ORCA input file:
```
! RIJCOSX wB97M-V def2-TZVPD def2/J DEFGRID3
* xyz 0 1
H 1.36770 4.20387 0.40196
H -2.52346 -1.37883 -0.40647
H -1.52037 -2.32944 1.40454
C -0.37113 -0.13211 0.84065
H -0.48639 -3.38915 0.30652
H -1.29052 -1.99337 -1.62341
H 2.78476 2.75337 -1.29168
C 0.39490 1.06702 0.21653
C -1.87658 -2.21318 -0.68396
C 1.89520 2.41174 -0.70133
C 0.20937 2.29995 0.76025
C 1.23658 3.13189 0.23658
N 1.50702 1.07201 -0.76130
O -1.20792 0.20441 1.66756
H -2.46381 -3.00909 -0.85089
H -0.42206 2.42250 1.59247
S 1.42781 -1.39930 -0.81464
C -0.92285 -2.40633 0.45598
C 2.26711 0.07237 -1.36480
N -0.00534 -1.38832 0.61542
*
```